ORCA calculation (the ωB97M-V functional and the def2-TZVPD basis) on one molecule with the formula C23H27N3O4.

HOMO-LUMO gap (eV): 8.7
ΔE to the lowest compared entry with this formula, charge and spin (kcal/mol): 100.1
Lowest unoccupied orbital energy (eV): 0.6
Spin multiplicity: 1

Last column: Mulliken charge in e.
Geometry (Å):
C (-5.86, -2.18, 0.61)  -1.0346
H (-5.81, -3.27, 0.66)  0.2495
O (-4.56, -1.77, 0.25)  -0.3399
C (-4.32, -0.43, 0.10)  0.8788
C (-5.27, 0.55, 0.33)  -0.4877
C (-4.96, 1.89, 0.22)  -1.0231
C (-3.69, 2.28, -0.14)  -1.0410
C (-2.71, 1.32, -0.41)  0.5913
C (-3.02, -0.05, -0.30)  0.2360
O (-2.00, -0.93, -0.53)  -0.2523
C (-2.27, -2.23, -1.03)  -0.8862
H (-1.32, -2.57, -1.44)  0.2376
H (-3.02, -2.20, -1.81)  0.3973
H (-2.59, -2.91, -0.24)  0.2576
C (-1.39, 1.79, -0.80)  0.2192
N (-1.07, 3.02, -0.65)  -0.5219
O (0.20, 3.27, -1.08)  -0.3353
C (0.78, 2.07, -1.63)  -0.3446
C (-0.27, 0.98, -1.39)  0.5783
H (-0.58, 0.49, -2.32)  0.7772
H (0.08, 0.21, -0.71)  -0.6160
H (0.95, 2.26, -2.70)  0.5547
C (2.17, 1.77, -1.06)  0.3199
O (3.09, 1.56, -1.83)  -0.6765
N (2.35, 1.74, 0.28)  0.2610
C (1.38, 1.88, 1.33)  -0.6989
H (1.72, 2.68, 2.00)  0.3659
C (1.26, 0.56, 2.11)  -0.5058
N (2.55, -0.07, 2.36)  0.2268
C (3.66, 0.83, 2.15)  -0.8801
C (3.70, 1.50, 0.77)  -0.8444
H (4.24, 2.45, 0.83)  0.4259
H (4.21, 0.87, 0.03)  0.4717
H (4.59, 0.29, 2.32)  0.4238
H (3.59, 1.61, 2.93)  0.3212
C (2.71, -1.43, 1.88)  -1.8800
C (2.82, -1.61, 0.38)  0.6396
C (1.69, -1.81, -0.40)  0.0858
C (1.78, -1.91, -1.77)  -0.4395
C (3.02, -1.83, -2.39)  -0.6584
C (4.16, -1.67, -1.63)  -0.5232
C (4.06, -1.56, -0.25)  -0.4674
H (4.95, -1.45, 0.34)  0.4486
H (5.13, -1.62, -2.10)  0.3914
H (3.09, -1.90, -3.47)  0.3945
H (0.89, -2.06, -2.37)  0.3041
H (0.72, -1.91, 0.08)  0.6213
H (1.86, -2.00, 2.26)  0.4512
H (3.62, -1.82, 2.35)  0.4767
H (0.61, -0.13, 1.57)  0.1736
H (0.79, 0.77, 3.08)  0.2955
H (0.40, 2.16, 0.95)  0.2970
H (-3.42, 3.31, -0.23)  0.5036
H (-5.72, 2.63, 0.41)  0.3750
H (-6.27, 0.27, 0.63)  0.4273
H (-6.60, -1.88, -0.13)  0.3986
H (-6.14, -1.80, 1.60)  0.3796